1.
This record from the OMol25 dataset describes the molecule C2H4N4S2 in a non-equilibrium geometry. The level of theory is ωB97M-V with the def2-TZVPD basis set.

Highest occupied orbital energy (eV): -8.6
E (eV): -29765.884
ΔE to the lowest compared entry with this formula, charge and spin (eV): 3.446
LUMO energy (eV): -0.43
SMILES: [H]/N=C1/NNC(=S)SN1
Orbital gap (eV): 8.2

```
! wB97M-V def2-TZVPD RIJCOSX def2/J DEFGRID3
* xyz 0 1
H -3.62354 0.40341 0.24533
N -3.10225 -0.55165 0.38989
C -1.90361 -0.18842 -0.04671
N -1.05695 -1.16943 -0.44579
N 0.39690 -1.30449 -0.05450
C 1.07472 -0.12424 0.18456
S 2.73782 -0.19880 0.16055
S 0.29298 1.29070 -0.22341
N -1.51559 1.09063 0.04909
H -1.41814 -2.02841 -0.44435
H 0.69439 -2.22185 0.06397
H -2.22687 1.79700 0.74285
*
```

---

2.
This record from the OMol25 dataset describes a cluster of 2 separate species, C2H4N5O3 in total in a non-equilibrium geometry. The level of theory is ωB97M-V with the def2-TZVPD basis set.

Highest occupied orbital energy (spin up / spin down) (eV): -2.4 / -2.4
E (eV): -15724.279
ΔE to the lowest compared entry with this formula, charge and spin (eV): 2.989
LUMO energy (spin up / spin down) (eV): 3.74 / 3.75
Orbital gap (spin up / spin down) (eV): 6.2 / 6.2

```
! wB97M-V def2-TZVPD RIJCOSX def2/J DEFGRID3
* xyz -1 1
C 0.47022 1.86494 0.71364
C -0.92899 -0.74793 -0.81116
N -0.51770 -1.93107 -0.79699
N -0.22894 -0.34198 1.48601
N -1.85721 -0.05192 -1.10566
N -0.05009 0.89936 1.57024
N 0.75942 -2.20526 -0.89373
O 1.10354 -3.41641 -0.97357
O 0.79041 1.62061 -0.58254
O 1.62417 -1.29269 -1.07776
H 0.25315 2.87398 1.06752
H -2.27351 0.57350 -0.46105
H 1.33894 0.78745 -0.43196
H -0.48339 1.36743 2.29700
*
```